{
  "formula": "C18H25FN4O2",
  "method": "ωB97M-V/def2-TZVPD",
  "de_lowest_kcal_mol": 0.00,
  "gap_ev": 8.58,
  "multiplicity": 1,
  "largest_force_ha_per_bohr": 0.01640,
  "elements": ["H", "H", "H", "H", "C", "C", "H", "C", "H", "C", "H", "C", "H", "H", "C", "C", "C", "N", "F", "H", "O", "N", "O", "H", "C", "C", "H", "H", "C", "H", "N", "C", "H", "C", "H", "C", "H", "H", "C", "H", "H", "C", "H", "N", "H", "H", "C", "H", "C", "H"],
  "coordinates": [[-0.811, -2.972, 0.767], [-3.067, -4.695, 1.031], [-2.173, -4.010, -1.051], [-3.233, -1.039, 1.082], [1.888, 3.339, 0.273], [3.868, 2.076, 0.679], [4.758, 3.307, 3.079], [0.649, -1.363, -2.904], [-0.221, -1.176, 2.011], [2.162, 1.218, -0.808], [1.061, -0.951, 0.801], [-4.796, -3.745, 1.907], [-5.658, -0.671, 1.376], [-0.003, 0.400, 1.241], [0.031, -0.676, 1.076], [4.717, 4.171, 2.408], [-0.975, -2.463, -0.185], [-3.477, -2.892, 0.073], [1.146, 4.446, 0.479], [-0.162, -2.772, -0.863], [-5.271, -2.455, 2.215], [-0.950, -1.032, 0.073], [3.482, 4.246, 1.739], [4.825, 1.937, 1.154], [0.433, -0.405, -1.896], [-0.840, -0.211, -1.129], [-6.018, -2.081, 0.334], [-5.483, -4.237, 1.202], [3.122, 3.224, 0.926], [-2.542, -2.404, -1.687], [1.904, -1.372, -3.305], [1.409, 2.369, -0.576], [0.464, 2.526, -1.070], [3.394, 1.095, -0.174], [3.495, -0.254, -2.722], [-3.400, -3.686, 1.284], [-4.781, -4.298, 2.848], [-0.067, -2.025, -3.349], [-3.928, -1.550, 0.400], [3.991, 0.208, -0.330], [5.553, 4.127, 1.703], [-5.306, -1.653, 1.056], [-1.683, -0.455, -1.779], [2.519, -0.456, -2.568], [4.788, 5.086, 2.993], [-2.708, -3.253, 2.026], [1.683, 0.173, -1.702], [-0.948, 0.827, -0.810], [-2.308, -2.959, -0.775], [-4.006, -0.969, -0.521]],
  "forces_ev_per_angstrom": [[0.1, 0.0, 0.0], [0.0, 0.0, 0.0], [0.0, 0.1, -0.1], [-0.1, 0.0, -0.1], [0.0, 0.1, 0.1], [0.1, 0.3, 0.2], [0.0, 0.0, 0.0], [0.3, 0.4, 0.1], [0.0, 0.0, 0.1], [0.3, 0.2, 0.3], [0.0, 0.0, 0.0], [0.3, -0.3, 0.0], [0.0, 0.0, -0.1], [0.1, 0.1, 0.1], [0.0, -0.1, 0.0], [0.3, 0.0, 0.1], [-0.3, -0.1, -0.2], [0.0, 0.0, 0.1], [0.2, -0.2, 0.0], [0.0, -0.1, 0.1], [0.0, 0.1, 0.2], [0.0, -0.1, 0.1], [-0.5, 0.0, -0.3], [0.1, 0.0, 0.1], [0.3, 0.2, 0.1], [0.0, 0.0, 0.1], [0.0, 0.1, 0.0], [0.1, 0.0, 0.1], [-0.1, 0.0, 0.0], [0.0, -0.1, -0.1], [0.2, -0.6, -0.6], [0.2, 0.1, 0.1], [-0.1, 0.1, 0.0], [-0.2, -0.1, -0.1], [-0.1, 0.0, 0.0], [-0.4, 0.0, 0.1], [0.0, 0.0, -0.1], [-0.1, -0.2, -0.1], [-0.4, 0.0, 0.3], [0.0, -0.1, 0.0], [0.0, 0.0, 0.0], [0.1, 0.3, -0.3], [0.0, 0.1, 0.0], [-0.2, 0.3, 0.3], [0.0, -0.1, 0.0], [0.0, -0.1, 0.0], [-0.4, -0.4, -0.3], [-0.1, 0.0, -0.1], [0.3, 0.0, 0.1], [0.0, 0.1, 0.0]],
  "nbo_charge": [0.200, 0.202, 0.198, 0.191, 0.421, -0.303, 0.178, -0.057, 0.200, -0.113, 0.168, -0.069, 0.190, 0.201, -0.409, -0.253, -0.250, -0.451, -0.320, 0.182, -0.524, -0.448, -0.476, 0.224, -0.178, -0.229, 0.161, 0.164, 0.222, 0.190, -0.257, -0.277, 0.234, -0.143, 0.408, -0.252, 0.189, 0.208, -0.251, 0.206, 0.177, -0.073, 0.206, -0.333, 0.206, 0.166, 0.179, 0.205, -0.208, 0.199]
}

{
  "formula": "C3H5N3",
  "method": "ωB97M-V/def2-TZVPD",
  "de_lowest_kcal_mol": 94.78,
  "gap_ev": 10.35,
  "multiplicity": 1,
  "largest_force_ha_per_bohr": 0.01883,
  "elements": ["C", "C", "H", "C", "N", "N", "H", "H", "N", "H", "H"],
  "coordinates": [[-0.546, 1.763, 0.893], [-0.052, -0.845, -0.702], [1.390, -0.012, 0.484], [0.385, -0.401, 0.638], [-0.460, 0.582, 1.334], [0.466, -1.297, -1.935], [-1.013, 2.520, 1.535], [-0.195, 2.117, -0.084], [-1.013, -0.830, -1.489], [0.541, -1.274, 1.283], [0.497, -2.322, -1.957]],
  "forces_ev_per_angstrom": [[-0.1, -0.1, 0.0], [-0.9, 0.3, -0.3], [0.2, 0.3, 0.0], [0.1, 0.0, -0.1], [0.4, 0.0, 0.2], [0.4, 0.0, 0.0], [-0.2, -0.3, -0.3], [0.3, -0.2, 0.1], [0.3, -0.2, 0.3], [-0.3, 0.1, -0.1], [-0.3, 0.1, 0.2]],
  "nbo_charge": [-0.022, 0.343, 0.228, -0.330, -0.390, -0.515, 0.179, 0.153, -0.211, 0.239, 0.327]
}

{
  "formula": "C5H12O2",
  "method": "ωB97M-V/def2-TZVPD",
  "de_lowest_kcal_mol": 122.16,
  "gap_ev": 8.32,
  "multiplicity": 1,
  "largest_force_ha_per_bohr": 0.00742,
  "elements": ["H", "O", "O", "H", "H", "C", "C", "H", "C", "H", "C", "H", "H", "C", "H", "H", "H", "H", "H"],
  "coordinates": [[1.933, -0.169, 0.357], [-0.396, -0.607, 1.103], [1.442, -2.523, -0.838], [2.602, -1.211, -1.830], [-1.308, 1.131, 1.222], [-1.610, -0.265, 1.661], [-0.835, 2.089, 0.460], [0.593, -2.538, -0.377], [1.570, -1.271, -1.472], [-1.599, 2.296, -0.297], [-0.135, -0.088, -0.059], [0.147, 2.233, 0.004], [-1.674, -0.685, 2.664], [1.281, -0.109, -0.521], [-0.947, -0.047, -0.788], [-0.914, 2.855, 1.243], [0.910, -1.193, -2.352], [-2.464, -0.516, 1.022], [1.485, 0.841, -1.034]],
  "forces_ev_per_angstrom": [[-0.1, 0.0, -0.1], [0.2, 0.1, -0.2], [-0.2, -0.1, 0.1], [-0.1, 0.0, 0.0], [0.0, 0.0, 0.0], [-0.2, -0.1, 0.1], [0.1, 0.1, -0.1], [0.1, -0.1, 0.0], [0.1, 0.3, -0.2], [0.1, 0.0, 0.1], [0.0, -0.1, -0.1], [-0.1, 0.0, 0.1], [0.0, 0.1, -0.1], [0.0, 0.0, 0.1], [0.1, 0.0, 0.1], [-0.1, -0.2, -0.1], [0.1, -0.1, 0.1], [0.1, 0.1, 0.1], [0.0, -0.1, 0.0]],
  "nbo_charge": [0.233, -0.418, -0.709, 0.187, 0.230, -0.318, -0.884, 0.466, -0.050, 0.207, 0.245, 0.201, 0.186, -0.515, 0.172, 0.222, 0.154, 0.160, 0.229]
}

{
  "formula": "C6H16CsO2",
  "method": "ωB97M-V/def2-TZVPD",
  "de_lowest_kcal_mol": 37.75,
  "gap_ev": 8.44,
  "charge": 1,
  "multiplicity": 1,
  "largest_force_ha_per_bohr": 0.06362,
  "elements": ["H", "H", "H", "C", "H", "C", "Cs", "C", "H", "H", "H", "H", "H", "C", "O", "H", "H", "H", "H", "H", "H", "C", "C", "O", "H"],
  "coordinates": [[0.092, -4.311, -4.403], [1.041, -2.744, -0.886], [2.312, 2.898, 3.172], [0.584, 3.598, 2.088], [1.257, 1.553, 2.736], [0.040, -3.092, -1.144], [-4.961, 0.152, 0.545], [-0.038, -3.022, -2.683], [-0.521, 3.474, 0.325], [0.368, 4.241, 4.140], [2.294, 2.306, 1.504], [0.493, -5.076, -2.857], [0.975, 4.514, 1.645], [1.677, 2.494, 2.383], [-0.272, 2.980, 1.110], [0.801, -2.414, -3.022], [-1.074, -1.868, -3.888], [-1.157, -4.667, -3.094], [-0.829, 4.832, 3.143], [-0.127, -4.067, -0.685], [-0.922, 3.192, 3.537], [-0.194, 3.953, 3.252], [-0.147, -4.338, -3.340], [-1.150, -2.223, -3.000], [-0.542, -2.366, -0.576]],
  "forces_ev_per_angstrom": [[-0.4, -0.1, 0.0], [0.3, -0.5, 0.2], [0.2, -0.2, 0.0], [1.3, -1.7, -1.9], [-0.3, 0.2, -0.1], [0.9, 0.4, 0.3], [0.1, 0.0, 0.0], [0.4, 1.4, 1.1], [0.5, 0.6, 0.3], [0.5, -0.4, 0.0], [-0.1, 0.0, 0.0], [0.3, 0.0, -0.1], [0.7, -0.2, 0.0], [-0.3, 1.7, 0.0], [-0.8, -0.8, -0.2], [0.6, -0.5, 0.0], [0.1, -0.1, -0.1], [-0.2, -0.2, -0.6], [0.0, 0.2, -0.7], [0.0, -0.1, -0.3], [0.3, -0.4, 0.1], [-1.9, 1.0, 2.4], [0.2, -1.1, 0.4], [-1.6, 0.8, -0.1], [-0.6, 0.1, -0.6]],
  "nbo_charge": [0.218, 0.221, 0.209, 0.092, 0.210, -0.636, 0.999, 0.091, 0.478, 0.225, 0.217, 0.219, 0.175, -0.615, -0.773, 0.159, 0.470, 0.217, 0.212, 0.211, 0.207, -0.637, -0.633, -0.746, 0.209]
}

{
  "formula": "C5H14N2O",
  "method": "ωB97M-V/def2-TZVPD",
  "de_lowest_kcal_mol": 140.87,
  "gap_ev": [7.42, 8.42],
  "multiplicity": 1,
  "largest_force_ha_per_bohr": 0.01420,
  "elements": ["H", "H", "H", "H", "H", "N", "C", "N", "H", "H", "C", "H", "H", "C", "C", "C", "H", "H", "H", "O", "H", "H"],
  "coordinates": [[0.624, 1.476, -0.044], [1.999, 1.990, 0.700], [1.015, -0.470, -1.645], [-2.127, 0.901, 0.236], [-1.555, 1.384, -1.595], [1.580, -1.562, 1.327], [0.111, -0.958, -2.012], [1.389, 1.192, 0.568], [0.352, -2.015, -2.185], [-0.734, -1.060, 0.035], [1.033, -0.581, 2.156], [0.629, -0.942, 3.094], [0.378, 1.381, 2.493], [0.888, 0.703, 1.815], [-0.975, -0.852, -1.006], [-1.931, 1.551, -0.603], [-0.196, -0.521, -2.963], [2.173, -1.171, 0.605], [2.013, -2.334, 1.811], [-2.211, -0.837, -1.387], [-2.662, 0.154, -1.135], [-1.795, 2.572, -0.265]],
  "forces_ev_per_angstrom": [[0.0, 0.0, 0.1], [-0.1, 0.0, 0.0], [0.0, 0.0, 0.0], [0.5, -0.5, -0.2], [0.3, -0.5, 0.1], [0.1, 0.1, 0.0], [0.1, 0.1, -0.1], [0.1, -0.1, -0.2], [0.0, 0.0, 0.1], [-0.1, 0.1, 0.1], [-0.1, 0.2, -0.2], [0.0, 0.0, 0.0], [0.0, 0.0, 0.1], [0.0, -0.2, 0.2], [-0.3, 0.4, 0.0], [0.3, 0.1, 0.3], [0.0, 0.0, 0.0], [-0.1, 0.0, 0.0], [0.0, 0.1, 0.0], [-0.2, 0.7, 0.2], [0.0, -0.5, -0.2], [-0.5, 0.2, -0.2]],
  "nbo_charge": [0.385, 0.365, 0.246, 0.217, 0.213, -0.836, -0.723, -0.895, 0.239, 0.177, -0.019, 0.195, 0.177, -0.137, 0.371, -0.953, 0.229, 0.390, 0.376, -0.693, 0.477, 0.199]
}

{
  "formula": "C19H35AsF4N7NdO",
  "method": "ωB97M-V/def2-TZVPD",
  "de_lowest_kcal_mol": 0.00,
  "s_squared": 3.753,
  "gap_ev": [7.78, 7.80],
  "charge": 2,
  "multiplicity": 4,
  "largest_force_ha_per_bohr": 0.01257,
  "elements": ["F", "H", "C", "H", "C", "H", "H", "H", "H", "H", "H", "C", "H", "N", "C", "C", "F", "H", "C", "H", "H", "H", "H", "H", "C", "C", "H", "H", "H", "C", "C", "N", "C", "N", "H", "N", "C", "H", "C", "H", "H", "H", "N", "C", "H", "N", "H", "C", "F", "H", "C", "O", "H", "F", "C", "C", "H", "Nd", "As", "H", "H", "C", "H", "H", "H", "H", "H", "N"],
  "coordinates": [[-3.036, -1.614, -4.966], [1.865, -3.529, 2.760], [-1.616, -1.560, -3.131], [1.468, -0.494, 3.057], [3.021, -1.427, -2.838], [-3.538, 0.779, 3.493], [2.784, -1.340, 3.849], [2.712, -2.393, 1.714], [2.573, 2.208, 1.348], [3.090, 3.822, 2.824], [-2.956, 2.895, 5.496], [1.815, -2.526, 2.322], [2.339, -0.702, -3.280], [-2.131, 2.360, 3.666], [-1.021, 0.505, -2.224], [1.789, -1.477, 3.428], [-1.833, 2.521, -3.065], [-1.818, -1.505, 0.955], [5.046, -1.884, -0.508], [0.815, -4.281, 0.391], [-2.663, -2.354, 2.259], [5.905, -2.086, -1.147], [1.943, -3.017, -0.099], [1.890, 4.328, 3.937], [-2.128, 3.202, 4.862], [1.346, 2.758, 2.697], [-0.522, -2.392, 3.120], [-1.231, 3.048, 5.461], [4.278, 1.578, -2.450], [-1.791, 1.190, -3.132], [-3.422, 1.833, 3.229], [-1.001, 1.110, 2.042], [-1.899, -2.457, 1.490], [1.648, 1.987, 1.703], [5.689, 0.515, -2.667], [0.130, 2.690, 3.353], [-0.573, -2.847, 2.132], [0.436, -3.328, -1.883], [-0.890, -0.884, -2.139], [1.117, -1.736, 4.243], [5.383, -1.466, 0.439], [-3.547, 1.965, 2.154], [0.651, -2.417, 1.408], [-0.004, -2.856, -0.997], [-0.522, -3.931, 2.288], [-0.104, -1.408, -1.133], [-1.932, 0.729, 1.911], [4.936, 0.862, -1.960], [-1.584, -2.902, -3.204], [3.766, -1.735, -3.572], [0.902, -3.209, 0.180], [2.757, -0.069, -0.237], [2.457, -2.290, -2.492], [-0.322, 1.251, -1.263], [-2.499, 0.495, -4.093], [-1.026, 2.007, 2.986], [-4.208, 2.400, 3.718], [0.676, 0.025, 0.533], [3.906, -0.619, -1.360], [-3.111, 0.998, -4.826], [-0.980, -3.329, -0.879], [-2.385, -0.882, -4.067], [5.424, 1.329, -1.107], [-0.009, 3.399, 4.051], [-2.245, 4.260, 4.618], [-2.258, -3.184, 0.767], [4.501, -2.811, -0.336], [2.168, 3.700, 3.204]],
  "forces_ev_per_angstrom": [[0.0, 0.0, 0.0], [0.0, 0.0, -0.1], [0.0, 0.0, -0.1], [0.1, 0.0, 0.1], [0.0, 0.0, -0.1], [0.0, 0.0, 0.0], [0.0, -0.1, 0.0], [0.0, 0.0, 0.0], [0.0, 0.0, 0.0], [0.0, 0.0, 0.0], [0.0, 0.1, 0.0], [0.0, 0.0, 0.0], [0.0, 0.0, 0.0], [0.0, -0.1, 0.0], [0.0, 0.1, 0.0], [0.0, 0.1, 0.0], [0.0, 0.0, 0.0], [-0.1, 0.0, 0.0], [0.1, -0.1, 0.0], [0.1, 0.0, 0.0], [0.0, 0.0, 0.0], [0.0, 0.0, 0.0], [0.0, 0.0, 0.0], [0.0, 0.0, 0.0], [0.0, 0.0, 0.0], [-0.1, 0.1, -0.1], [0.0, 0.0, 0.0], [0.0, 0.0, 0.0], [0.0, 0.0, 0.0], [0.0, -0.1, -0.1], [0.0, 0.0, 0.0], [0.0, 0.0, -0.1], [0.0, 0.1, -0.1], [0.1, 0.2, 0.2], [0.0, 0.0, 0.0], [0.0, 0.0, 0.0], [0.1, -0.1, 0.1], [0.0, 0.0, 0.0], [0.1, -0.3, 0.1], [0.0, 0.0, 0.0], [0.0, 0.0, 0.0], [0.0, 0.0, 0.0], [-0.1, 0.2, 0.0], [0.0, 0.0, 0.0], [0.0, 0.0, 0.0], [-0.3, 0.2, -0.2], [0.0, 0.0, 0.0], [0.1, 0.1, 0.0], [0.0, 0.0, 0.0], [0.0, 0.0, 0.0], [-0.1, 0.0, 0.0], [0.6, -0.1, -0.2], [0.0, 0.0, 0.0], [-0.2, 0.1, -0.2], [0.0, 0.0, 0.1], [0.0, 0.1, 0.0], [0.0, 0.0, 0.0], [0.0, -0.5, 0.4], [-0.3, 0.2, 0.2], [0.0, 0.0, 0.0], [0.0, 0.0, 0.0], [0.0, -0.1, 0.0], [0.0, 0.0, 0.0], [0.0, 0.0, 0.0], [0.0, 0.0, 0.0], [0.0, 0.0, 0.0], [0.0, 0.0, 0.0], [0.0, 0.0, 0.0]],
  "nbo_charge": [-0.281, 0.214, 0.254, 0.174, -0.991, 0.213, 0.245, 0.202, 0.384, 0.420, 0.245, -0.231, 0.270, -0.392, 0.258, -0.601, -0.290, 0.189, -0.995, 0.215, 0.235, 0.273, 0.186, 0.413, -0.430, 0.666, 0.207, 0.208, 0.267, 0.358, -0.426, -0.904, -0.612, -0.876, 0.270, -0.607, -0.233, 0.205, 0.082, 0.230, 0.265, 0.219, -0.515, -0.232, 0.207, -0.825, 0.385, -0.991, -0.303, 0.270, -0.218, -1.215, 0.261, -0.348, -0.365, 0.673, 0.243, 2.015, 1.994, 0.270, 0.203, 0.385, 0.263, 0.415, 0.222, 0.233, 0.259, -0.783]
}